1.
{
  "formula": "C37H36CaClFN9O6S2",
  "method": "ωB97M-V/def2-TZVPD",
  "elements": ["Ca", "Cl", "S", "S", "F", "O", "O", "O", "O", "O", "O", "N", "N", "N", "N", "N", "N", "N", "N", "N", "C", "C", "C", "C", "C", "C", "C", "C", "C", "C", "C", "C", "C", "C", "C", "C", "C", "C", "C", "C", "C", "C", "C", "C", "C", "C", "C", "C", "C", "C", "C", "C", "C", "C", "C", "C", "C", "H", "H", "H", "H", "H", "H", "H", "H", "H", "H", "H", "H", "H", "H", "H", "H", "H", "H", "H", "H", "H", "H", "H", "H", "H", "H", "H", "H", "H", "H", "H", "H", "H", "H", "H", "H"],
  "coordinates": [[-0.1576, -0.1196, 0.8366], [-2.4431, 0.0248, 2.8160], [0.6493, -2.1364, -4.8236], [4.0536, -4.1758, 0.1181], [-1.6582, 6.3916, 1.7724], [1.2100, 1.6527, -0.0250], [-1.4597, -4.6330, -0.5029], [-1.0260, -1.8383, 0.0579], [-0.3816, 1.7256, 2.0014], [2.7536, -0.4094, 4.0512], [1.1330, -0.6771, 2.5055], [0.5250, 0.5169, -4.2214], [-0.4310, 9.6684, 5.5905], [-1.0432, 0.6907, -1.0778], [1.9831, 3.5170, 4.7351], [2.7366, -2.9171, 2.1205], [1.5265, -1.0026, -2.6957], [-0.1084, 7.7723, 3.5434], [-0.7093, 2.0422, -1.3217], [2.1377, -2.4668, -0.1272], [2.5023, -2.8948, -1.4039], [0.4059, 2.3853, -0.6823], [1.3126, 6.6138, -0.6838], [0.9359, 5.6631, 4.1821], [0.2480, 3.6315, 3.1081], [0.9132, 8.9877, 5.3958], [-2.6618, -3.9824, -2.3644], [0.3615, 2.1816, 2.8221], [-0.0036, 4.7760, -1.5511], [2.0201, 5.7182, 0.1095], [0.9088, -0.7534, -3.8080], [1.4368, -3.1231, -3.6523], [-1.6961, -2.2212, -0.9707], [4.1217, 4.7895, 4.8493], [1.8293, -2.3604, -2.6114], [-2.9751, -1.7102, -3.0258], [2.8846, -3.0580, 0.7687], [2.1193, 2.1700, 4.4564], [1.7166, 4.3587, 0.0650], [-2.2228, -1.2838, -1.9191], [-0.7862, 5.6818, 2.5215], [0.3029, 6.1342, -1.5196], [1.0069, 8.5891, 3.9342], [0.0178, 6.3687, 3.4273], [2.9639, 4.1493, 5.6102], [-1.4082, 8.3623, 3.7625], [-1.5759, 8.7384, 5.2215], [-0.6878, 4.3353, 2.3714], [1.0707, 4.2753, 4.0169], [0.7011, 3.8763, -0.7520], [1.8011, -0.0081, 3.3631], [-1.8788, 0.1509, -1.8779], [-3.2027, -3.0462, -3.2623], [-1.9395, -3.6026, -1.2571], [3.5074, -3.7894, -1.4715], [-0.9336, -4.4235, 0.8170], [1.4039, 1.4676, 3.5602], [0.9126, 8.1132, 6.0404], [-0.2248, 0.5310, -4.8908], [1.0358, 9.5051, 3.3210], [-2.7972, -5.0473, -2.5262], [4.6489, 4.0288, 4.2685], [-0.2483, 6.8230, -2.1489], [0.3736, 1.1622, -3.4578], [2.8913, 1.6458, 5.0063], [-0.4704, 10.4667, 4.9619], [-1.5336, 9.2603, 3.1384], [3.7696, 5.5528, 4.1470], [-2.5076, 9.2595, 5.4230], [1.5508, 7.6717, -0.6652], [-0.5301, 10.0188, 6.5360], [2.4614, 4.8784, 6.2466], [-3.7725, -3.3768, -4.1248], [1.6908, 9.6830, 5.7047], [-0.0143, -3.8524, 0.8022], [-1.4878, 7.8647, 5.8607], [2.2635, 3.6360, 0.6618], [-3.3568, -0.9585, -3.7111], [-1.6489, -3.9137, 1.4570], [-2.3093, 0.7757, -2.6578], [1.9421, 8.0599, 3.7706], [1.5140, -4.1982, -3.7672], [4.8335, 5.2520, 5.5417], [2.1648, -2.1316, 2.4079], [1.5562, 6.1888, 4.8991], [-1.3019, 3.7886, 1.6536], [2.8135, 6.0741, 0.7593], [-0.8038, 4.3892, -2.1713], [3.5341, -3.0922, 2.6996], [3.9725, -4.2121, -2.3530], [3.3386, 3.3708, 6.2683], [-0.7451, -5.4249, 1.1997], [-2.1955, 7.6714, 3.4882]],
  "atomic_forces_ev_per_a": [[0.2, -0.6, 0.6], [-0.2, -0.2, 0.0], [-0.1, -0.1, -0.2], [0.2, -0.2, 0.1], [-0.1, 0.2, -0.1], [-0.4, 0.5, -0.5], [0.3, -0.2, 0.3], [-0.8, -1.4, -1.2], [-0.6, 0.5, -0.2], [-0.3, 0.0, -0.2], [1.4, 0.6, 1.6], [0.3, -0.5, 0.0], [0.1, -0.5, -0.2], [0.1, 0.7, -1.0], [0.1, 0.1, 0.0], [0.2, -0.5, -0.8], [0.0, -0.4, -0.2], [0.0, 0.3, -0.3], [0.0, -0.2, 0.2], [0.5, -0.3, -0.3], [-0.4, 0.6, 0.2], [-0.2, -0.3, -0.3], [-0.1, -0.2, -0.1], [0.2, -0.1, 0.2], [0.0, -0.4, 0.0], [-0.2, 0.1, 0.1], [-0.2, 0.1, -0.2], [0.7, 0.2, 0.8], [0.0, 0.1, 0.1], [-0.1, -0.1, 0.0], [0.1, 0.3, 0.3], [0.0, -0.3, -0.2], [0.1, 0.6, 0.1], [0.0, 0.0, -0.1], [-0.2, 0.5, 0.7], [0.0, 0.0, 0.0], [-0.4, 0.2, 0.3], [0.0, 0.2, 0.0], [0.2, 0.2, 0.1], [0.2, 0.5, 0.0], [0.1, 0.1, 0.0], [0.1, -0.2, 0.1], [-0.3, -0.1, -0.1], [0.0, 0.0, 0.1], [-0.1, -0.1, -0.2], [0.4, 0.0, 0.0], [0.1, 0.1, 0.1], [-0.4, -0.1, -0.4], [0.3, 0.1, 0.3], [0.2, -0.3, 0.1], [-0.3, -0.2, -0.2], [0.0, -0.6, 0.1], [0.1, -0.1, 0.1], [-0.1, 0.1, 0.0], [0.3, -0.3, -0.2], [-0.2, -0.1, -0.2], [-0.1, 0.1, -0.1], [0.0, 0.0, 0.1], [-0.1, 0.0, 0.0], [0.0, 0.0, 0.0], [0.0, 0.0, 0.0], [0.0, 0.1, 0.0], [0.0, 0.0, 0.0], [0.0, 0.0, 0.3], [0.0, 0.0, 0.0], [0.0, 0.3, -0.1], [0.0, 0.0, 0.0], [0.0, -0.1, 0.1], [-0.1, 0.1, 0.0], [0.0, 0.0, 0.0], [0.0, 0.0, 0.2], [-0.1, 0.0, 0.1], [0.0, 0.0, 0.1], [0.0, 0.1, 0.0], [0.1, 0.1, 0.0], [0.0, -0.1, 0.1], [0.0, 0.0, 0.0], [0.0, 0.0, 0.0], [-0.1, 0.1, 0.0], [-0.1, 0.1, -0.2], [0.0, 0.0, -0.1], [-0.1, 0.3, 0.1], [-0.1, -0.1, -0.1], [-0.3, 0.4, 0.1], [0.0, 0.0, -0.1], [0.1, 0.1, 0.1], [0.0, 0.0, 0.0], [0.1, 0.0, 0.0], [0.2, 0.0, 0.0], [-0.1, 0.1, 0.2], [0.0, 0.0, 0.1], [0.0, -0.1, 0.0], [0.0, -0.1, -0.1]],
  "lowdin_charge": [1.289, -0.451, 0.993, 0.981, 0.066, -0.138, -0.091, -0.280, -0.188, -0.011, -0.192, 0.087, 0.061, -0.115, -0.042, 0.106, 0.127, -0.089, 0.043, 0.118, -0.337, -0.520, -0.127, 0.039, -0.037, -0.085, -0.040, -0.322, -0.035, -0.107, -0.704, -0.376, -0.294, -0.068, -0.337, -0.109, -0.688, 0.022, -0.040, -0.135, -0.203, -0.102, -0.149, -0.164, -0.207, -0.135, -0.075, 0.102, -0.132, -0.138, -0.573, -0.112, -0.138, -0.220, -0.398, -0.062, 0.011, 0.129, 0.070, 0.135, 0.105, 0.086, 0.089, 0.064, 0.133, 0.169, 0.139, 0.061, 0.133, 0.082, 0.173, 0.103, 0.079, 0.133, 0.061, 0.141, 0.114, 0.092, 0.096, 0.105, 0.136, 0.075, 0.072, 0.037, 0.086, 0.162, 0.086, 0.099, 0.079, 0.066, 0.118, 0.080, 0.135],
  "charge": -1,
  "e_lumo_ev": -0.6,
  "homo_energy_ev": -3.03
}


2.
{
  "formula": "C37H36Cl2N2OP2RuS2",
  "method": "ωB97M-V/def2-TZVPD",
  "elements": ["Ru", "Cl", "Cl", "S", "S", "P", "P", "O", "N", "N", "C", "C", "C", "C", "C", "C", "C", "C", "C", "C", "C", "C", "C", "C", "C", "C", "C", "C", "C", "C", "C", "C", "C", "C", "C", "C", "C", "C", "C", "C", "C", "C", "C", "C", "C", "C", "C", "H", "H", "H", "H", "H", "H", "H", "H", "H", "H", "H", "H", "H", "H", "H", "H", "H", "H", "H", "H", "H", "H", "H", "H", "H", "H", "H", "H", "H", "H", "H", "H", "H", "H", "H", "H"],
  "coordinates": [[-2.1724, 0.2582, 0.6942], [-2.5292, 2.6446, 2.0319], [-0.4494, 1.6142, 3.8928], [-4.5029, 0.3286, 0.6023], [-2.3963, -1.0326, 2.6067], [2.4484, 1.5213, 1.9025], [0.1914, 0.0856, 0.2329], [-3.0444, -2.1491, -5.7760], [-2.3057, 0.0594, -1.3757], [-2.7362, -0.2450, -3.7664], [-1.6200, -0.5354, -4.6948], [5.7571, 0.9179, -0.4619], [3.3159, 0.9138, 3.3934], [5.1068, 3.2223, -0.7009], [5.2218, 1.0476, 4.8723], [-1.7467, 2.7601, 3.6530], [4.0486, 3.0159, 0.1780], [-4.0951, -1.3546, 2.7236], [0.1775, -4.0839, -1.7673], [1.7096, -0.0848, 1.2664], [3.3650, -0.3545, 5.4491], [-1.7774, -1.9689, -5.1777], [5.9548, 2.1750, -1.0265], [1.7510, 1.3032, -1.7606], [-0.2634, 2.4647, -1.1459], [-4.0755, -0.5007, -4.3369], [-0.1923, -3.9148, -0.4413], [4.7123, 0.7157, 0.4263], [0.5950, 1.3736, -0.9845], [4.5723, 1.4365, 3.7091], [1.1354, 3.3397, -2.8852], [-0.1949, -2.6451, 0.1180], [2.0117, 2.2785, -2.7121], [0.1884, -1.5316, -0.6367], [4.6206, 0.1500, 5.7429], [0.5583, -1.7117, -1.9681], [-6.8415, -1.7872, 3.0069], [-5.0335, -0.7031, 1.8633], [-2.5311, -0.1087, -2.5018], [2.7123, 0.0306, 4.2863], [-4.1094, -1.9256, -4.8725], [-5.9090, -2.4516, 3.8383], [0.0000, 3.4412, -2.0919], [-6.4139, -0.9277, 2.0309], [-4.5568, -2.2354, 3.7038], [0.5536, -2.9842, -2.5256], [3.8407, 1.7649, 0.7406], [-7.1154, -0.4118, 1.3888], [6.2025, 1.4485, 5.0946], [-4.0615, -2.6415, -4.0412], [-6.2660, -3.1378, 4.5956], [-1.0297, -2.1963, -5.9336], [1.7212, -0.3649, 4.0840], [-1.1382, 2.5691, -0.5169], [6.4264, 0.1003, -0.7012], [-0.6749, 4.2793, -2.2125], [2.4325, -0.6001, 0.6326], [-3.8493, -2.7421, 4.3480], [1.4486, -0.7343, 2.1037], [-1.3638, 3.7678, 3.7448], [-1.7087, 0.1499, -5.5371], [0.8599, -3.1173, -3.5567], [5.2672, 4.2034, -1.1312], [1.3457, 4.0992, -3.6280], [2.4627, 0.4986, -1.6222], [-7.9008, -1.9611, 3.1453], [6.7806, 2.3358, -1.7083], [-1.6488, -2.6541, -4.3289], [-5.0314, -2.0861, -5.4266], [-2.5151, 2.5522, 4.3848], [5.1233, -0.1417, 6.6558], [-4.2222, 0.2036, -5.1554], [0.8522, -0.8681, -2.5759], [-0.4719, -4.7706, 0.1596], [-0.6692, -0.3775, -4.1901], [4.5910, -0.2535, 0.8992], [5.0460, 2.1518, 3.0506], [2.9146, 2.2160, -3.3054], [0.1812, -5.0737, -2.2067], [-0.4715, -2.5219, 1.1571], [-4.8395, -0.3354, -3.5805], [3.3833, 3.8356, 0.4288], [2.8876, -1.0487, 6.1295]],
  "atomic_forces_ev_per_a": [[-0.5, -0.3, -0.2], [0.1, 0.0, -0.1], [0.0, 0.0, -0.1], [-0.4, -0.2, 0.1], [0.4, 0.2, -0.1], [-0.3, 0.4, -0.1], [1.3, -0.3, -0.4], [0.0, 0.0, 0.0], [-0.2, 0.3, 0.4], [0.1, 0.0, 0.0], [0.0, -0.2, -0.1], [0.0, -0.1, 0.1], [0.1, -0.1, 0.0], [0.0, 0.0, 0.0], [0.0, 0.1, -0.1], [0.1, -0.2, 0.3], [-0.1, 0.1, 0.0], [0.0, 0.1, -0.1], [0.0, -0.1, 0.0], [-0.4, 0.2, 0.1], [-0.1, 0.0, 0.0], [-0.1, 0.0, 0.1], [0.0, 0.0, 0.0], [0.1, 0.0, 0.0], [0.1, -0.1, 0.0], [-0.1, -0.1, -0.1], [0.0, 0.0, 0.0], [0.1, 0.2, -0.1], [-0.2, 0.1, 0.1], [-0.1, -0.1, 0.1], [0.0, 0.0, 0.0], [0.2, 0.1, -0.1], [0.1, 0.0, 0.0], [-0.1, 0.0, 0.1], [0.1, 0.0, 0.0], [-0.1, 0.0, 0.0], [-0.1, 0.1, -0.1], [0.2, 0.1, -0.1], [0.1, 0.1, -0.2], [0.0, 0.0, 0.0], [0.1, 0.0, 0.0], [0.0, 0.0, 0.0], [0.0, 0.0, 0.0], [-0.1, -0.1, 0.1], [0.0, 0.0, 0.0], [0.0, 0.1, 0.0], [0.0, -0.5, 0.1], [0.0, 0.0, 0.0], [0.0, 0.0, 0.0], [0.0, 0.0, 0.0], [0.0, 0.0, 0.0], [0.0, 0.0, 0.0], [0.0, 0.0, 0.1], [-0.1, 0.0, 0.0], [0.0, 0.1, 0.0], [0.0, 0.0, 0.0], [-0.1, -0.2, 0.0], [0.0, 0.0, 0.0], [0.1, -0.1, 0.0], [0.0, 0.1, -0.1], [0.0, 0.1, 0.0], [0.0, 0.0, 0.0], [0.0, 0.0, 0.0], [0.0, 0.0, 0.0], [0.0, 0.0, 0.0], [0.0, 0.0, 0.0], [0.0, 0.0, 0.0], [0.0, 0.0, 0.0], [0.0, 0.0, 0.0], [-0.2, 0.1, 0.0], [0.0, 0.0, 0.0], [0.0, 0.1, 0.0], [0.1, 0.0, 0.0], [0.0, 0.0, 0.0], [0.0, 0.1, 0.0], [0.0, 0.0, 0.0], [0.0, 0.0, -0.1], [0.0, 0.0, 0.0], [0.0, 0.0, 0.0], [0.0, -0.1, 0.1], [0.0, 0.0, 0.0], [0.0, 0.0, 0.0], [0.0, 0.0, 0.0]],
  "lowdin_charge": [0.677, 0.531, 0.569, 0.707, 0.661, 1.002, 0.904, -0.102, 0.025, -0.041, -0.066, -0.064, -0.394, -0.074, -0.061, -0.908, -0.112, -0.628, -0.053, -0.468, -0.076, -0.175, -0.066, -0.108, -0.128, -0.071, -0.053, -0.108, -0.389, -0.088, -0.049, -0.118, -0.053, -0.379, -0.071, -0.096, -0.013, -0.640, -0.182, -0.134, -0.169, -0.001, -0.057, -0.087, -0.088, -0.071, -0.437, 0.119, 0.113, 0.135, 0.130, 0.142, 0.066, 0.042, 0.111, 0.116, 0.052, 0.120, 0.035, 0.046, 0.143, 0.116, 0.111, 0.118, 0.112, 0.129, 0.112, 0.119, 0.141, 0.040, 0.112, 0.142, 0.083, 0.117, 0.117, 0.111, 0.106, 0.119, 0.119, 0.057, 0.137, 0.104, 0.109],
  "charge": 2,
  "e_lumo_ev": [-6.3, -8.9],
  "spin_multiplicity": 5,
  "homo_energy_ev": [-12.39, -12.39]
}


The records above give, respectively, energy relative to the best compared isomer or geometry (same formula, charge and spin) values of 235.9; 153.3 kJ/mol.